Record 1
# C10H14N2P

An isolated ion of composition C10H14N2P and charge +1 in a non-equilibrium geometry (ωB97M-V/def2-TZVPD, the Open Molecules 2025 dataset).

Structure (XYZ):
```
27
Properties=species:S:1:pos:R:3:forces:R:3
C -1.382016 -2.404110 1.742479 -3.4 -1.1 0.7
C -0.160614 -2.980756 1.627010 -0.6 -3.7 2.7
C -1.621958 -1.295476 0.986107 -1.7 1.7 -0.2
C 0.864867 -2.417853 1.009414 1.4 1.2 -2.7
C -0.659666 -0.684892 0.208270 3.2 -2.5 1.0
C 0.645726 -1.326553 0.205545 -1.1 2.8 -0.5
C 1.221108 1.171869 -0.617620 -2.4 3.2 -1.0
C -1.686825 -0.068981 -1.890305 -1.0 -1.5 4.0
C -0.625047 2.599431 -1.362927 2.4 2.4 -0.4
C 3.089075 -0.231371 0.884644 2.5 0.5 1.8
N -0.970495 0.376253 -0.607621 -3.1 1.1 -1.1
N -0.108958 1.407746 -0.781229 4.6 -2.5 0.1
P 2.051762 -0.393725 -0.625105 -0.5 -0.7 1.3
H -2.335426 -2.867267 2.280713 2.6 0.8 -1.0
H 0.059190 -3.984752 2.032403 -0.5 0.7 0.2
H -2.634929 -0.862702 0.985826 0.5 -0.1 0.0
H 1.773480 -2.947811 0.876385 0.8 -0.4 0.3
H 1.800910 2.139637 -0.720012 -0.5 -1.3 0.3
H -2.606537 -0.720524 -1.523620 2.4 0.9 -1.0
H -2.121254 0.739448 -2.374327 -0.3 1.5 -1.2
H -0.837753 -0.551106 -2.299182 -0.1 -1.0 -1.8
H -0.623665 2.650514 -2.451467 0.5 -0.5 -0.1
H -0.050115 3.496472 -0.975444 -0.6 -1.1 -0.4
H -1.600119 2.692171 -1.103521 -2.9 0.4 1.2
H 3.213769 -1.313049 1.239561 0.2 1.6 -0.5
H 2.779546 0.366789 1.805967 -0.6 -0.9 -1.4
H 4.140109 0.259917 0.731230 -1.7 -1.3 -0.3
```
Positions in Å, forces in eV/Å.

Values from the calculation:
Gap between HOMO and LUMO ... 7.7 eV
Largest force on an atom ... 0.1016 Eh/bohr
E_LUMO ... -4.5666 eV
E_HOMO ... -0.449 Ha
SMILES ... CN1C=P(C)=c2ccccc2=[N+]1C
Net charge ... +1



Record 2
# C6H5NO

C6H5NO as an isolated structure in a non-equilibrium geometry (ωB97M-V/def2-TZVPD, the Open Molecules 2025 dataset).

Structure (XYZ):
```
13
Properties=species:S:1:pos:R:3:forces:R:3
C -2.031551 0.395465 0.092643 8.4 12.3 1.6
C -0.540127 0.198278 -0.017166 -0.1 4.4 1.0
C -0.084239 -1.022689 0.067782 2.3 -7.5 0.3
C 1.385698 -1.259741 0.096172 -1.3 0.0 -2.0
C 1.682190 0.911854 -0.018004 5.8 6.2 -1.1
C 0.393603 1.339391 -0.010922 -3.4 -1.0 0.9
H -2.333430 1.672179 0.271669 0.6 -2.9 -0.1
H -0.850741 -2.178449 0.086758 2.4 4.2 0.0
H 1.699966 -2.326363 -0.094114 0.0 1.4 0.8
H 2.832255 1.758925 -0.174126 -4.2 -1.6 0.7
H -0.123200 2.385013 0.183768 1.8 -2.1 -0.8
N 2.289333 -0.242403 -0.066296 -2.9 -4.2 0.9
O -2.760454 -0.373729 -0.134115 -9.4 -9.3 -2.2
```
Positions in Å, forces in eV/Å.

Values from the calculation:
Gap between HOMO and LUMO ... 9.7 eV
Largest force on an atom ... 0.2917 Eh/bohr
E_LUMO ... -0.2022 eV
E_HOMO ... -0.362 Ha



Record 3
# C5H8N2

One molecule with the formula C5H8N2 in a non-equilibrium geometry (ωB97M-V/def2-TZVPD, the Open Molecules 2025 dataset).

Structure (XYZ):
```
15
Properties=species:S:1:pos:R:3:forces:R:3
C -0.068952 -2.243602 -1.124722 0.1 0.0 0.0
N 0.216726 -1.014512 -0.411178 0.2 0.4 0.1
C -0.486906 0.133448 -0.393081 0.2 -0.1 0.0
C 0.006410 0.977148 0.582963 -0.4 0.2 0.2
C -0.433430 2.389311 0.851547 -0.2 0.5 0.1
C 1.014498 0.280009 1.305087 -0.9 0.5 0.1
N 1.074450 -0.974018 0.706120 0.4 0.7 0.2
H -0.945881 -2.765976 -0.722643 0.2 0.1 0.0
H 0.806030 -2.891809 -1.036282 -0.2 0.1 0.0
H -0.233778 -2.011009 -2.182318 0.0 -0.1 0.2
H -1.321274 0.275190 -1.075198 0.2 -0.1 0.1
H -1.413815 2.648082 0.446381 0.0 -0.3 -0.2
H 0.249598 3.136463 0.440783 0.2 -0.2 -0.1
H -0.499064 2.625070 1.914376 0.1 -0.3 0.1
H 2.084290 -0.745659 0.567008 0.1 -1.4 -0.7
```
Positions in Å, forces in eV/Å.

Values from the calculation:
Gap between HOMO and LUMO ... 8.9 eV
Largest force on an atom ... 0.0305 Eh/bohr
E_LUMO ... 0.7562 eV
E_HOMO ... -0.299 Ha



Record 4
# C15H23CeF9NO3P2

C15H23CeF9NO3P2 as an isolated structure in a non-equilibrium geometry (ωB97M-V/def2-TZVPD, the Open Molecules 2025 dataset).

Structure (XYZ):
```
54
Properties=species:S:1:pos:R:3:forces:R:3
Ce -0.135465 -0.654933 0.363536 0.2 0.5 1.1
P -2.506204 0.532821 -0.377778 -0.7 -0.1 0.3
C -2.184675 0.880560 -2.074803 0.5 0.9 -1.2
C -0.876549 1.293022 -2.484000 0.4 0.0 -0.3
N 0.243599 0.950386 -1.728096 0.0 0.2 -0.2
C 1.451786 1.370061 -2.152968 -0.2 -0.1 0.3
C 1.623252 2.136151 -3.315187 -0.5 -0.1 0.1
C 0.517774 2.468827 -4.096581 0.7 -0.2 0.0
C -0.728459 2.041509 -3.687358 -0.2 -0.6 0.4
C 2.731984 1.047987 -1.371899 -0.6 0.4 -0.7
P 2.578337 -0.457671 -0.331802 0.9 0.6 -0.4
H -1.610842 2.212184 -4.290409 0.0 0.2 0.0
H 2.635746 2.417318 -3.572972 -0.1 0.1 -0.2
H 0.674236 2.996971 -5.036259 -0.2 0.0 0.3
H 3.494171 0.910533 -2.173232 -0.1 0.2 1.0
H 2.947529 1.945114 -0.743714 0.2 -0.7 -0.4
H -2.125549 -1.219487 -3.652818 0.2 -1.1 -0.2
H -2.953921 1.083313 -2.837167 0.1 -0.2 0.6
H -0.809427 -3.237293 -2.522675 0.3 -0.2 1.0
O -1.936348 -2.180662 -3.745110 -0.4 0.8 -0.4
H -2.413575 -2.465397 -4.551460 0.4 0.2 0.6
H -0.486645 -2.388461 0.450049 -0.3 -1.4 0.3
O -0.477277 -3.424952 -1.600837 1.0 0.9 -0.9
H 0.508514 -3.472682 -1.678591 -1.3 -0.3 -0.1
C 3.059003 -1.813389 -1.454772 -0.1 -0.3 0.1
H 4.106640 -1.695868 -1.778246 -0.4 -0.1 0.1
H 2.935298 -2.752118 -0.885345 0.3 0.2 -0.4
H 2.395140 -1.850613 -2.337208 0.3 0.1 0.3
C 3.869007 -0.336081 0.926591 0.2 -0.2 0.5
H 3.804040 -1.244952 1.547179 0.2 0.2 -0.2
H 4.865858 -0.267409 0.467501 -0.3 0.0 0.2
H 3.712617 0.514311 1.613433 0.0 -0.3 -0.5
C -3.270010 1.946225 0.462364 -0.1 0.3 0.1
H -4.285359 2.190000 0.110207 0.4 -0.2 0.1
H -3.289266 1.654697 1.524964 -0.1 0.2 -0.3
H -2.623558 2.832189 0.365638 -0.2 -0.3 0.0
C -3.625919 -0.914328 -0.244455 0.1 0.4 0.1
H -3.750651 -1.042142 0.845980 -0.3 -0.2 -0.5
H -4.591888 -0.707649 -0.739993 0.4 -0.3 0.3
H -3.142213 -1.812325 -0.672147 -0.3 0.3 0.1
F 1.339569 -1.944552 3.605352 -0.3 1.0 0.6
C 1.250028 -0.741672 4.249193 0.9 -0.5 0.7
F 1.198638 -0.957791 5.589258 0.0 0.3 -1.9
F 2.407009 -0.086658 3.952808 -1.1 -0.4 0.3
C -0.001493 0.052594 3.724512 -0.1 0.0 -0.3
O 0.005684 0.022337 2.329124 0.3 0.3 -0.1
C -1.320252 -0.675680 4.125345 -1.1 -0.6 0.6
F -1.511390 -0.792284 5.457849 0.2 0.2 -1.8
F -2.390791 -0.024221 3.575955 0.9 -0.5 0.5
F -1.327433 -1.922214 3.554570 0.1 1.1 0.6
C 0.005516 1.548175 4.220601 0.0 0.9 0.7
F -0.016846 1.605591 5.585917 0.1 -0.1 -1.9
F 1.096583 2.205136 3.759856 -0.8 -0.7 0.5
F -1.065541 2.225489 3.730081 0.8 -0.8 0.5
```
Positions in Å, forces in eV/Å.

Values from the calculation:
Gap between HOMO and LUMO (alpha / beta) ... 7.6 / 7.4 eV
⟨S²⟩ ... 0.909
Largest force on an atom ... 0.0376 Eh/bohr
E_LUMO (alpha / beta) ... -7.3777 / -8.5922 eV
E_HOMO (alpha / beta) ... -0.551 / -0.588 Ha
Spin multiplicity ... 2
Net charge ... +2



Record 5
# C2H5N3

C2H5N3 as an isolated structure in a non-equilibrium geometry (ωB97M-V/def2-TZVPD, the Open Molecules 2025 dataset).

Structure (XYZ):
```
10
Properties=species:S:1:pos:R:3:forces:R:3
N 1.149880 -1.452443 -0.969542 0.1 0.0 -0.1
C 0.104236 -0.875974 -0.395033 -0.1 0.0 1.1
C -0.566469 1.135424 0.708908 -0.3 -0.1 0.1
N 0.404526 0.182041 0.414128 0.6 0.4 -0.7
N -1.464478 1.485688 -0.120658 0.1 -0.1 0.1
H 1.051510 -2.348373 -1.415015 0.0 0.1 0.0
H 2.045445 -0.974072 -1.022198 -0.1 -0.1 0.1
H -2.070407 2.197290 0.285933 0.1 0.0 0.0
H -0.233864 -0.931580 0.816477 -0.3 -0.3 -0.4
H -0.420379 1.582000 1.697000 -0.1 -0.1 -0.1
```
Positions in Å, forces in eV/Å.

Values from the calculation:
Gap between HOMO and LUMO ... 9.2 eV
Largest force on an atom ... 0.0207 Eh/bohr
E_LUMO ... 0.8242 eV
E_HOMO ... -0.307 Ha



Record 6
# C12H18N5O3S

An isolated ion of composition C12H18N5O3S and charge -1 in a non-equilibrium geometry (ωB97M-V/def2-TZVPD, the Open Molecules 2025 dataset).

Structure (XYZ):
```
39
Properties=species:S:1:pos:R:3:forces:R:3
O -0.572463 3.956446 -1.422430 0.2 0.2 0.3
O -2.925308 0.528135 -1.060823 0.8 -0.2 -0.5
O -1.996254 -2.400029 2.113525 -0.2 0.7 0.0
S 1.014358 -0.866531 -1.691758 0.7 -0.4 -0.8
N 2.671196 -1.419052 2.899211 0.2 -0.2 0.8
C 0.406051 3.234000 -1.559579 -0.2 1.4 -0.1
C -1.712983 0.729758 -0.951708 -1.9 1.0 -1.0
C -1.595076 -1.705031 1.181625 0.2 -0.9 -0.3
C 2.663030 -1.125153 1.604319 0.0 -1.2 1.6
C 1.460998 -0.968638 3.437296 0.8 0.3 -1.0
C 0.756877 -0.369554 2.422307 -1.0 -0.9 1.2
N 1.494651 -0.543016 1.304354 0.0 1.0 -1.4
N -1.112640 -2.248962 0.042252 -0.8 0.4 0.6
N 0.306748 1.961923 -1.905026 1.7 -1.0 0.1
N -1.092711 0.590711 0.200268 1.5 0.1 1.0
C 1.860452 3.781640 -1.478066 -1.8 0.0 -0.6
C -1.066116 -3.668739 -0.238447 0.0 -0.4 0.2
C -0.267044 -0.150129 -2.750136 -0.5 -0.3 0.1
C -0.646540 0.171058 2.534036 0.1 0.4 0.1
C -0.840340 1.152770 -2.144449 -0.6 -0.8 -0.3
C -1.557708 -0.147503 1.325767 0.7 -1.0 1.0
H 3.411983 -1.493332 0.875446 -0.7 0.6 0.6
H 1.085835 -1.047697 4.473089 0.8 -0.2 -0.7
H 1.225599 -0.385311 0.327299 -0.1 0.0 -0.2
H -0.720565 -1.634370 -0.663843 0.4 -0.1 0.1
H 1.202119 1.454163 -1.971780 -0.7 0.0 0.2
H -0.116308 0.838902 0.214228 -0.1 0.0 -0.2
H 2.153802 3.970501 -2.529640 0.3 -0.3 0.7
H 2.502813 3.147203 -0.892106 0.5 -0.4 -0.2
H 1.746105 4.724808 -0.980529 0.2 0.5 0.2
H -1.245299 -4.282581 0.672454 -0.1 0.7 -0.6
H -0.049893 -3.907663 -0.583458 -0.3 0.0 -0.1
H -1.800440 -3.935766 -1.034405 0.5 0.1 0.6
H 0.196756 0.159330 -3.682924 -0.2 -0.3 -0.4
H -1.100711 -0.873667 -2.934192 0.6 0.6 0.0
H -1.112245 -0.224252 3.461768 0.4 0.0 -0.7
H -0.588146 1.265371 2.681290 -0.3 -0.3 -0.3
H -1.494635 1.597070 -2.891810 -0.2 0.2 0.2
H -2.545946 0.133186 1.596576 -1.0 0.3 0.0
```
Positions in Å, forces in eV/Å.

Values from the calculation:
Gap between HOMO and LUMO ... 7.7 eV
Largest force on an atom ... 0.0459 Eh/bohr
E_LUMO ... 2.9870 eV
E_HOMO ... -0.173 Ha
SMILES ... CNC(=O)[C@@H](Cc1cnc[nH]1)NC(=O)[C@H](C[S-])NC(C)=O
Net charge ... -1



Energy relative to the best compared isomer or geometry (same formula, charge and spin) for the records above, in order: 40.22, 364.09, 343.79, 0.00, 331.30, 19.70 kJ/mol